# 1
The ion C2H3O3Si with charge -1 in a non-equilibrium geometry. Source: the Open Molecules 2025 dataset; level of theory: ωB97M-V/def2-TZVPD.

Each line ends with the natural charge from an NBO analysis.
Geometry (Å):
C 1.3687 0.3972 0.0783  0.460
C 2.4752 -0.3856 0.0880  0.355
O -0.0579 -0.4238 0.1762  -1.057
O 1.2866 1.6255 0.2743  -0.693
O 3.4250 -0.9969 -0.3700  -0.584
Si -1.6664 -0.2276 -0.0484  1.251
H -2.0862 1.1056 0.3604  -0.259
H -2.6230 -0.7060 0.9080  -0.236
H -2.1219 -0.3884 -1.4668  -0.237

Forces on atoms 1 to 6 (eV/Å):
-1.24 1.13 -0.24
0.01 -1.32 0.19
0.74 -0.45 -0.08
-0.06 -1.00 -0.15
-1.09 0.87 0.19
1.93 1.76 -0.31

Output
- Maximum force: 2.6 eV Å⁻¹
- Energy above the lowest of the compared OMol25 structures with the same formula, charge and spin: 162.31 kJ/mol
- HOMO energy: -2.36 eV
- E: -16141.3899 eV
- Net charge: -1
- SMILES: O=C=C([O-])O[SiH3]
- Lowest unoccupied orbital energy: 3.757 eV


# 2
A structure of composition C10H8BF2N2O2SbSe4Sr in a non-equilibrium geometry. Source: the Open Molecules 2025 dataset; level of theory: ωB97M-V/def2-TZVPD.

Each line ends with the Mulliken charge.
Geometry (Å):
Sr 0.8096 0.1156 1.0692  1.904
Se 4.0509 3.9447 3.7380  -0.742
Sb 3.2337 1.6732 4.0132  0.697
Se 3.8510 0.0460 2.1824  -0.704
Se 0.6137 1.7834 3.7250  -0.079
Se 3.7533 0.7948 6.2148  -0.745
C -3.4964 1.1809 0.2796  -0.801
C -3.8129 0.3719 -0.8084  -0.357
C -2.8215 -0.3711 -1.4156  -0.849
C -1.5152 -0.3141 -0.9120  0.353
N -1.2251 0.4925 0.1162  0.137
C -2.1758 1.2117 0.6888  -0.324
C -0.4040 -1.0946 -1.4648  0.809
C -0.5411 -1.9867 -2.5365  -0.913
C 0.5500 -2.7201 -2.9580  -0.301
C 1.7819 -2.5365 -2.3375  -0.757
C 1.8471 -1.5975 -1.3233  -0.174
N 0.7968 -0.9166 -0.8994  -0.271
H -4.2483 1.7629 0.7925  0.390
H -4.8309 0.3212 -1.1750  0.403
H -3.0665 -0.9957 -2.2631  0.291
H -1.8550 1.8314 1.5207  0.351
H -1.4956 -2.1171 -3.0261  0.292
H 0.4442 -3.4331 -3.7660  0.410
H 2.6558 -3.1016 -2.6279  0.396
H 2.7853 -1.3753 -0.8171  0.440
O -0.4327 -0.5054 2.7212  -0.793
O 0.7732 -0.0183 3.2911  -0.465
F 0.4777 3.2566 -0.4767  -0.321
B 1.3619 2.2261 -0.2042  0.070
F 2.1346 2.0709 -1.3408  -0.347

Forces on atoms 1 to 6 (eV/Å):
4.59 0.79 3.07
-0.21 -0.02 -0.10
0.75 -0.21 -0.29
-0.09 0.33 0.24
0.19 -0.19 0.14
-0.18 -0.08 0.01

Output
- Maximum force: 5.6 eV Å⁻¹
- Energy above the lowest of the compared OMol25 structures with the same formula, charge and spin: 757.64 kJ/mol
- HOMO energy: -0.79 eV
- E: -292445.8531 eV
- Net charge: -2
- Lowest unoccupied orbital energy: 3.391 eV


- net charge of number 2 (C10H8BF2N2O2SbSe4Sr)?
  -2